Record 1
Density functional theory data (ωB97M-V with the def2-TZVPD basis set) for one molecule with the formula C5H10N2.

## Properties
* spin multiplicity: 1
* ΔE to the lowest compared entry with this formula, charge and spin: 49.3 kcal/mol
* structure (SMILES): C[C@H]1N[C@H]1[C@H]1CN1

Geometry as XYZ:
```
17
C5H10N2, DFT ωB97M-V with the def2-TZVPD basis set
C 1.26 1.26 -0.99
C -0.21 1.40 -0.65
N -1.18 0.37 -1.05
C -0.87 0.54 0.37
C -0.12 -0.50 1.15
C -0.57 -1.91 1.12
N 0.71 -1.53 0.54
H 1.41 0.76 -1.95
H 1.82 0.71 -0.23
H 1.72 2.25 -1.08
H -0.62 2.40 -0.78
H -0.69 -0.43 -1.44
H -1.70 0.97 0.93
H 0.30 -0.12 2.08
H -0.51 -2.53 2.01
H -1.40 -2.14 0.46
H 0.65 -1.50 -0.48
```

Record 2
Density functional theory data (ωB97M-V with the def2-TZVPD basis set) for a 2-piece molecular cluster, CH4ClOP overall at a distorted geometry.

## Properties
* spin multiplicity: 1
* ΔE to the lowest compared entry with this formula, charge and spin: 77.1 kcal/mol

Geometry as XYZ:
```
8
CH4ClOP, DFT ωB97M-V with the def2-TZVPD basis set
C -0.10 0.83 0.02
O -0.71 -2.32 -0.22
P -1.38 -0.16 0.89
Cl -2.94 0.16 -0.35
H -0.23 1.77 -0.40
H 0.13 0.21 -0.86
H 0.81 0.82 0.58
H 0.01 -2.34 0.40
```

Record 3
Density functional theory data (ωB97M-V with the def2-TZVPD basis set) for C19H25MoN2 as an isolated structure at a distorted geometry.

## Properties
* spin multiplicity: 3
* E: -24935.4463 eV
* ⟨S²⟩: 2.01
* total charge: +1

Geometry as XYZ:
```
47
C19H25MoN2, DFT ωB97M-V with the def2-TZVPD basis set
C 4.00 0.87 -1.91
C 4.34 -0.54 -2.07
C 3.56 1.65 -3.07
C 4.40 1.57 -0.68
H 4.41 2.01 -3.67
H 2.98 2.53 -2.76
H 2.93 1.04 -3.74
H 5.37 -0.69 -2.43
H 3.67 -1.03 -2.80
H 4.25 -1.08 -1.11
H 5.45 1.93 -0.73
H 4.33 0.91 0.19
H 3.78 2.46 -0.50
C -2.01 -1.27 -1.47
C -1.43 -0.26 -2.32
C -0.02 -0.58 -2.48
H -1.99 0.53 -2.81
C 0.23 -1.81 -1.79
C -0.97 -2.24 -1.17
H -1.10 -3.19 -0.65
H -3.07 -1.34 -1.23
H 0.66 -0.09 -3.18
H 1.15 -2.40 -1.81
C -0.42 1.36 1.66
C -1.57 1.72 0.81
C -1.04 2.25 -0.42
H -2.63 1.70 1.05
C 0.40 2.17 -0.36
C 0.77 1.68 0.94
H 1.76 1.66 1.38
H -0.45 1.08 2.70
H -1.66 2.62 -1.23
H 1.10 2.58 -1.09
Mo -0.64 0.08 -0.22
N -2.40 0.72 3.59
C -2.76 -0.53 3.12
C -3.46 -1.37 4.00
C -3.82 -2.65 3.60
C -3.48 -2.99 2.29
C -2.77 -2.08 1.51
N -2.38 -0.87 1.89
H -2.49 1.46 2.90
H -2.79 0.97 4.51
H -3.63 -0.96 4.98
H -4.37 -3.31 4.26
H -3.72 -3.94 1.82
H -2.47 -2.33 0.50
```